{
  "formula": "C30H26N2P2PdS2",
  "method": "ωB97M-V/def2-TZVPD",
  "elements": ["Pd", "S", "P", "C", "P", "S", "C", "C", "C", "C", "C", "C", "C", "C", "C", "C", "C", "C", "C", "C", "C", "C", "C", "C", "C", "C", "C", "C", "C", "C", "H", "H", "H", "H", "H", "H", "H", "H", "H", "H", "H", "H", "H", "H", "H", "H", "H", "H", "H", "H", "N", "C", "C", "C", "N", "C", "C", "H", "H", "H", "H", "H", "H"],
  "positions_angstrom": [[-0.77, 1.17, 1.85], [0.24, -1.36, 2.93], [0.40, -1.32, 0.94], [0.08, 0.28, 0.31], [0.85, 1.65, -0.36], [0.21, 3.26, 0.66], [2.63, 1.24, -0.27], [3.39, 1.01, -1.39], [4.74, 0.68, -1.29], [5.34, 0.56, -0.03], [4.57, 0.73, 1.12], [3.23, 1.06, 0.99], [0.60, 1.87, -2.13], [-0.01, 0.94, -2.96], [-0.24, 1.29, -4.28], [0.13, 2.54, -4.76], [0.76, 3.45, -3.94], [1.00, 3.10, -2.63], [-0.90, -2.39, 0.29], [-1.06, -3.64, 0.89], [-2.18, -4.40, 0.65], [-3.14, -3.96, -0.24], [-2.95, -2.77, -0.93], [-1.86, -1.98, -0.63], [1.96, -2.02, 0.31], [2.94, -2.38, 1.22], [4.11, -2.98, 0.78], [4.26, -3.30, -0.56], [3.26, -3.01, -1.44], [2.10, -2.36, -1.01], [2.95, 1.08, -2.38], [5.32, 0.44, -2.18], [6.35, 0.21, 0.08], [5.02, 0.62, 2.09], [2.63, 1.21, 1.88], [-0.32, -0.05, -2.61], [-0.75, 0.63, -4.97], [0.04, 2.75, -5.82], [1.15, 4.38, -4.33], [1.44, 3.83, -1.92], [-0.30, -3.96, 1.59], [-2.32, -5.33, 1.17], [-4.00, -4.58, -0.40], [-3.65, -2.49, -1.64], [-1.77, -1.02, -1.14], [2.79, -2.18, 2.28], [4.91, -3.21, 1.51], [5.16, -3.79, -0.92], [3.36, -3.25, -2.46], [1.33, -2.14, -1.73], [-6.89, 2.75, 3.18], [-5.56, 2.45, 2.99], [-5.05, 1.14, 3.06], [-3.71, 0.89, 2.86], [-2.80, 1.83, 2.62], [-3.26, 3.10, 2.53], [-4.60, 3.44, 2.69], [-7.53, 2.08, 3.54], [-7.19, 3.69, 3.24], [-5.70, 0.34, 3.29], [-3.36, -0.14, 2.90], [-2.49, 3.87, 2.35], [-4.90, 4.46, 2.55]],
  "mulliken_spin": [0.96, 0.11, -0.08, 0.85, -0.06, 0.14, 0.03, 0.01, 0.00, 0.01, -0.01, -0.01, -0.04, 0.02, 0.01, 0.00, 0.00, 0.01, -0.02, 0.00, 0.00, 0.00, 0.01, 0.02, -0.01, 0.01, 0.00, 0.00, 0.00, 0.01, 0.00, 0.00, 0.00, 0.00, 0.01, 0.00, 0.00, 0.00, 0.00, 0.00, 0.00, 0.00, 0.00, 0.00, -0.01, 0.00, 0.00, 0.00, 0.00, -0.01, 0.00, 0.00, 0.00, 0.00, 0.02, 0.00, 0.00, 0.00, 0.00, 0.00, 0.01, 0.00, 0.00],
  "homo_energy_ev": [-6.2, -7.5],
  "e_lumo_ev": [0.64, -0.48],
  "spin_multiplicity": 3,
  "s_squared": 2.011,
  "fmax_ev_per_a": 1.527,
  "homo_lumo_gap_ev": [6.88, 7.06]
}

{
  "formula": "CH7NO4",
  "method": "ωB97M-V/def2-TZVPD",
  "elements": ["N", "C", "O", "O", "H", "H", "H", "O", "H", "H", "O", "H", "H"],
  "positions_angstrom": [[0.47, 1.32, 0.86], [-0.73, 0.72, 0.99], [-1.83, 1.02, 0.60], [-0.47, -0.61, 1.35], [0.49, 2.23, 0.43], [1.38, 0.88, 0.91], [-1.28, -1.09, 1.33], [-0.27, -1.65, -2.04], [-0.21, -0.88, -1.50], [-0.76, -2.29, -1.51], [2.19, -0.05, -0.97], [1.35, -0.53, -0.94], [2.86, -0.57, -0.52]],
  "nbo_charge": [-0.84, 0.87, -0.63, -0.74, 0.40, 0.43, 0.49, -0.92, 0.45, 0.47, -0.95, 0.47, 0.48],
  "homo_energy_ev": -10.7,
  "relative_energy_ev": 0.766,
  "e_lumo_ev": 0.32,
  "fmax_ev_per_a": 3.281,
  "smiles": "NC(=O)O.O.O",
  "homo_lumo_gap_ev": 11.04
}

{
  "formula": "C5H9N2S2",
  "method": "ωB97M-V/def2-TZVPD",
  "elements": ["C", "C", "C", "C", "C", "N", "N", "S", "S", "H", "H", "H", "H", "H", "H", "H", "H", "H"],
  "positions_angstrom": [[-0.52, -3.02, -0.65], [0.22, -1.05, 0.76], [-0.67, 0.72, -0.66], [1.11, -1.53, 1.80], [-0.69, 2.20, -0.98], [-0.36, -1.86, -0.03], [-0.07, 0.29, 0.48], [0.31, -3.50, -1.99], [-1.49, -0.41, -1.68], [-1.40, -3.43, -0.23], [2.22, -1.35, 1.34], [0.94, -2.55, 2.27], [1.20, -0.90, 2.72], [-1.49, 2.55, -1.70], [0.23, 2.50, -1.38], [-0.85, 2.68, -0.03], [0.21, 1.06, 0.99], [-1.80, 0.43, -2.65]],
  "mulliken_spin": [-0.06, 0.12, 0.59, 0.00, -0.02, 0.11, -0.02, 1.03, 0.15, 0.04, 0.02, 0.00, 0.00, 0.01, 0.03, 0.02, 0.00, 0.01],
  "homo_energy_ev": [-9.9, -13.7],
  "relative_energy_ev": 0.000,
  "total_charge": 1,
  "e_lumo_ev": [-4.41, -7.30],
  "spin_multiplicity": 3,
  "s_squared": 2.015,
  "fmax_ev_per_a": 4.573,
  "homo_lumo_gap_ev": [5.52, 6.41]
}

{
  "formula": "C9H14INSi",
  "method": "ωB97M-V/def2-TZVPD",
  "elements": ["C", "C", "C", "C", "C", "C", "C", "C", "C", "N", "Si", "I", "H", "H", "H", "H", "H", "H", "H", "H", "H", "H", "H", "H", "H", "H"],
  "positions_angstrom": [[0.29, 0.46, -1.75], [0.31, 1.55, -0.94], [-1.58, 0.91, 0.41], [-0.57, -0.61, -1.38], [-1.56, -0.38, -0.18], [-0.60, 1.79, 0.13], [-0.40, -1.35, -0.05], [-0.43, 3.01, 1.02], [-0.65, -2.76, -0.21], [2.33, -1.31, 0.41], [0.94, -0.94, 1.29], [4.76, 0.58, -0.09], [0.72, 0.52, -2.80], [1.07, 2.32, -1.01], [-2.29, 1.00, 1.11], [-0.84, -1.28, -2.20], [-2.42, -0.99, -0.35], [-1.38, 3.43, 1.48], [-0.17, 3.93, 0.21], [0.40, 2.82, 1.69], [-1.16, -3.13, 0.70], [0.10, -3.51, -0.24], [-1.30, -3.10, -1.05], [3.06, -1.74, -0.12], [0.81, 0.46, 1.48], [0.56, -1.68, 2.43]],
  "nbo_charge": [-0.13, -0.27, -0.22, -0.25, -0.21, 0.00, -0.39, -0.63, -0.63, -0.91, 1.33, -0.18, 0.23, 0.22, 0.21, 0.22, 0.22, 0.23, 0.21, 0.23, 0.21, 0.23, 0.21, 0.41, -0.16, -0.19],
  "homo_energy_ev": [-8.0, -7.9],
  "relative_energy_ev": 4.917,
  "e_lumo_ev": [-3.24, -3.48],
  "fmax_ev_per_a": 4.288,
  "homo_lumo_gap_ev": [4.72, 4.39]
}

{
  "formula": "C25H53ClFN3O14PS4",
  "method": "ωB97M-V/def2-TZVPD",
  "elements": ["C", "C", "C", "F", "C", "O", "C", "C", "C", "C", "N", "C", "C", "O", "O", "C", "O", "O", "C", "Cl", "N", "C", "O", "N", "C", "C", "C", "O", "C", "P", "O", "O", "O", "H", "H", "H", "H", "H", "H", "H", "H", "H", "H", "H", "H", "H", "H", "H", "H", "H", "H", "H", "H", "H", "H", "H", "H", "H", "H", "H", "H", "H", "C", "S", "O", "C", "H", "H", "H", "H", "H", "H", "C", "S", "O", "C", "H", "H", "H", "H", "H", "H", "C", "S", "O", "C", "H", "H", "H", "H", "H", "H", "C", "S", "O", "C", "H", "H", "H", "H", "H", "H"],
  "positions_angstrom": [[1.76, 0.68, -3.76], [1.02, 0.92, -2.34], [1.54, -0.05, -1.19], [2.21, -1.13, -1.80], [0.50, -0.43, -0.07], [-0.68, -1.09, -0.40], [-0.71, -2.20, -1.26], [-0.72, -1.93, -2.83], [-1.90, -0.98, -3.33], [-3.01, -1.75, -4.22], [-2.86, -1.32, -5.65], [-2.18, -2.87, -1.00], [-3.23, -1.85, -0.43], [-4.17, -1.47, -1.14], [-3.24, -1.36, 0.89], [0.28, -3.42, -1.00], [1.08, -3.84, -1.88], [0.26, -4.13, 0.16], [1.22, -0.93, 1.30], [2.56, -2.15, 1.05], [1.83, 0.22, 2.05], [3.08, 0.03, 2.22], [4.08, -0.12, 2.85], [0.19, -1.58, 2.17], [0.40, -1.27, 3.61], [-0.58, -2.24, 4.44], [-1.85, -1.36, 4.88], [-1.53, -0.37, 5.88], [-1.84, 0.96, 5.44], [-0.21, 1.30, 0.48], [-1.34, 1.72, -0.45], [-0.97, 1.18, 2.00], [0.93, 2.51, 0.41], [2.85, 0.41, -3.65], [1.73, 1.70, -4.27], [1.17, -0.01, -4.43], [-0.09, 0.90, -2.52], [1.27, 2.00, -2.08], [2.36, 0.55, -0.65], [0.27, -1.60, -3.25], [-0.92, -2.95, -3.30], [-1.42, -0.25, -4.07], [-2.36, -0.34, -2.53], [-2.93, -2.87, -4.14], [-4.01, -1.34, -3.86], [-2.76, -0.30, -5.71], [-3.71, -1.53, -6.19], [-2.58, -3.29, -1.97], [-2.13, -3.74, -0.28], [-3.73, -0.50, 0.83], [0.26, -2.61, 2.10], [0.08, -0.22, 3.90], [1.45, -1.52, 3.95], [-0.90, -3.15, 3.85], [-0.08, -2.55, 5.42], [-2.68, -2.04, 5.27], [-2.22, -0.88, 3.91], [-0.95, 1.40, 4.87], [-2.72, 1.02, 4.73], [-1.99, 1.65, 6.34], [-1.51, 0.35, 1.91], [0.43, 3.35, 0.56], [-3.39, 1.64, -8.86], [-3.35, 2.80, -7.48], [-3.92, 2.11, -6.29], [-4.61, 3.92, -8.12], [-2.70, 0.83, -8.65], [-4.40, 1.24, -8.97], [-3.09, 2.15, -9.77], [-5.54, 3.37, -8.28], [-4.27, 4.35, -9.06], [-4.78, 4.71, -7.39], [0.72, 0.84, 7.94], [1.74, -0.64, 7.72], [0.86, -1.73, 7.23], [2.02, -0.93, 9.48], [0.39, 1.17, 6.95], [-0.15, 0.60, 8.55], [1.31, 1.62, 8.41], [1.07, -1.05, 9.99], [2.57, -0.08, 9.90], [2.62, -1.83, 9.59], [3.71, -4.64, -3.45], [4.09, -2.88, -3.44], [3.34, -2.26, -4.57], [5.81, -3.05, -3.96], [2.66, -4.77, -3.19], [3.89, -5.05, -4.45], [4.33, -5.15, -2.71], [5.86, -3.56, -4.93], [6.36, -3.61, -3.21], [6.24, -2.05, -4.06], [1.06, 7.11, 2.68], [2.07, 5.62, 2.47], [1.17, 4.54, 1.99], [2.36, 5.34, 4.23], [0.73, 7.44, 1.70], [0.19, 6.88, 3.30], [1.66, 7.89, 3.15], [1.40, 5.23, 4.75], [2.91, 6.18, 4.65], [2.94, 4.43, 4.34]],
  "mulliken_charge": [-1.12, -0.24, -0.78, -0.12, 0.16, 0.23, 1.08, -1.01, -0.43, -0.40, -0.72, -0.78, 0.21, -0.63, -0.39, -0.34, -0.64, -0.78, 0.65, -0.14, -0.26, 0.54, -0.54, -0.06, -0.32, -0.67, -0.34, -0.29, -0.58, 0.82, -0.81, -0.24, -0.50, 0.17, 0.40, 0.27, 0.03, 0.52, 0.57, -0.32, 0.93, 0.35, 0.19, 0.27, 0.24, 0.25, 0.25, 0.27, 0.68, 0.36, 0.52, 0.09, 0.20, 0.49, 0.20, 0.31, 0.08, 0.17, 0.30, 0.30, 0.16, 0.34, -0.96, 0.51, -0.57, -0.96, 0.33, 0.30, 0.39, 0.30, 0.37, 0.31, -0.72, 0.50, -0.57, -1.04, 0.01, 0.31, 0.47, 0.30, 0.37, 0.33, -0.98, 0.76, -0.67, -1.08, 0.26, 0.38, 0.34, 0.31, 0.34, 0.33, -1.00, 0.44, -0.59, -0.96, 0.32, 0.30, 0.39, 0.30, 0.39, 0.31],
  "homo_energy_ev": -4.5,
  "total_charge": -1,
  "e_lumo_ev": 1.70,
  "fmax_ev_per_a": 5.685,
  "homo_lumo_gap_ev": 6.23
}

{
  "formula": "C5H9N3O",
  "method": "ωB97M-V/def2-TZVPD",
  "elements": ["H", "N", "C", "C", "C", "N", "N", "O", "C", "C", "H", "H", "H", "H", "H", "H", "H", "H"],
  "positions_angstrom": [[1.83, -0.25, -1.33], [1.15, 0.49, -1.54], [0.07, 0.28, -0.81], [-1.29, 0.38, -1.48], [0.17, -0.68, 0.50], [-0.47, -1.94, 0.30], [1.56, -0.99, 0.76], [-0.42, 0.10, 1.49], [-0.31, 1.44, 1.04], [-0.32, 2.64, 1.19], [-1.43, -0.46, -2.16], [-1.33, 1.32, -2.05], [-2.08, 0.37, -0.73], [-0.58, -2.39, 1.19], [0.12, -2.50, -0.31], [2.06, -0.11, 0.86], [1.59, -1.41, 1.68], [-0.34, 3.69, 1.38]],
  "nbo_charge": [0.35, -0.63, 0.28, -0.67, 0.45, -0.84, -0.86, -0.48, 0.23, -0.26, 0.24, 0.24, 0.22, 0.37, 0.38, 0.37, 0.37, 0.25],
  "homo_energy_ev": [-9.1, -9.2],
  "relative_energy_ev": 5.042,
  "e_lumo_ev": [0.04, 0.04],
  "fmax_ev_per_a": 4.364,
  "smiles": "[H]/N=C(/C)C(N)(N)OC#C",
  "homo_lumo_gap_ev": [9.19, 9.20]
}